ORCA calculation (ωB97M-V/def2-TZVPD) on 2 unconnected molecules or ions with the total composition C18H17BrCl2NO6 at a distorted geometry.

XYZ file:
```
45
Properties=species:S:1:pos:R:3:forces:R:3:mulliken_charge:R:1
Br 0.254334 1.834234 -0.099747 -0.7 -1.3 -0.3 -0.057
Cl -0.673058 -1.282015 3.185087 -0.6 1.5 0.1 -0.152
Cl -2.765066 2.418604 1.914945 0.7 -1.5 -0.2 -0.103
O 3.215488 1.396862 -3.234583 0.2 0.0 -0.2 -0.654
O 5.194566 0.066409 0.803418 0.6 0.2 -0.7 -0.564
O 7.584611 0.406246 -0.414289 -0.3 -0.1 0.3 -0.588
O -7.281431 0.137874 1.011081 0.9 -0.4 0.1 -0.432
O 5.607526 1.654599 -4.482035 -0.6 -0.2 0.7 -0.548
O -5.005334 0.030949 0.653331 -1.5 -1.2 -0.2 -0.134
N -1.410568 -1.844748 -1.537954 -0.5 1.8 2.4 0.028
C 0.347849 -0.393753 -2.587136 -1.5 0.0 0.0 -1.503
C -3.676055 -1.810396 1.603408 -0.6 0.4 -0.8 -1.053
C -1.978179 0.827498 2.001031 1.0 -1.7 0.3 -0.543
C -2.594917 -1.326064 0.585303 1.1 0.0 -1.0 0.608
C -6.342670 0.026203 0.277792 -0.8 0.6 -0.7 0.055
C -4.767800 -0.679916 1.886004 1.2 -0.3 1.0 -0.562
C -1.794326 -0.080981 0.749812 -0.2 -0.5 -1.6 0.392
C -1.504697 1.090347 4.539300 0.6 -1.3 -0.6 -1.105
C 4.130159 0.715629 -1.176725 -0.2 0.1 -0.4 -0.706
C 6.675184 1.034240 -2.492333 0.1 -0.1 0.3 -0.925
C 6.598715 0.624402 -1.090048 0.6 0.2 -0.6 0.848
C 4.208104 1.147400 -2.569204 -0.4 -0.1 0.5 1.034
C 5.560925 1.278755 -3.189696 0.6 0.2 -0.7 0.314
C 5.242906 0.467087 -0.478245 -0.6 -0.2 0.8 0.306
C -2.362091 -2.159501 -0.571012 0.3 1.0 1.0 -0.753
C -0.668978 -0.688566 -1.430965 1.1 1.0 0.1 0.712
C -1.473846 0.336573 3.172108 -0.5 0.9 0.1 0.666
C -0.814397 0.227662 -0.296452 -1.6 -1.7 0.4 0.145
H 4.677958 1.770354 -4.755840 0.1 0.0 -0.1 0.346
H 3.143740 0.607961 -0.746708 0.0 0.0 0.1 0.388
H 7.660052 1.127657 -2.928786 0.0 0.0 0.0 0.425
H -0.197013 -0.632318 -3.547368 0.7 0.2 0.9 0.451
H -4.235390 -2.666171 1.120454 0.7 0.9 0.4 0.465
H -1.629551 2.181095 4.346246 0.1 -1.0 0.4 0.382
H -6.548350 -0.043226 -0.832617 1.0 0.2 0.9 0.355
H -1.260368 -2.460865 -2.338924 -0.1 0.3 0.3 0.328
H -4.404837 0.077750 2.632715 -0.4 -0.9 -0.6 0.254
H -2.918908 -3.112728 -0.717104 0.5 1.0 0.1 0.343
H -5.659360 -1.212399 2.297653 0.5 0.8 -0.5 0.477
H -0.532925 0.847667 5.056555 -1.0 0.6 -0.5 0.346
H -3.246430 -2.227903 2.550739 -0.2 0.7 -0.8 0.380
H 0.561973 0.704132 -2.606132 0.2 -1.2 0.1 0.402
H 1.265881 -1.027867 -2.535074 -0.7 0.7 0.2 0.305
H -2.309760 0.654046 5.193109 0.6 0.6 -0.7 0.270
H 6.126334 -0.042815 1.078884 -0.1 0.0 0.1 0.358
```
Forces are in eV/Å.

Output
Net charge   +1
Electronic energy   -4696.4022 hartree
Maximum force   3.03 eV/A

---

ORCA calculation (ωB97M-V/def2-TZVPD) on 2 unconnected molecules or ions with the total composition C18H17Cl2N3O2 at a distorted geometry.

XYZ file:
```
42
Properties=species:S:1:pos:R:3:forces:R:3:mulliken_charge:R:1
Cl 5.772271 -1.239532 3.305307 -0.2 0.0 -0.1 -0.110
Cl 5.801008 1.916668 3.425701 -0.2 0.0 0.0 -0.111
O 3.021496 -2.323954 2.968712 0.2 2.4 0.1 -0.564
O 3.056581 3.055704 3.438193 0.2 -2.4 -0.3 -0.565
N -0.392766 2.378677 3.235216 2.4 -1.4 -0.3 -0.480
N -1.354578 0.688887 -1.972405 -0.1 0.9 -0.2 0.191
N -0.363874 -1.579049 2.554928 2.6 1.5 0.9 -0.467
C -0.960200 -3.171471 -0.467036 0.2 0.3 -0.2 -0.976
C 1.843216 1.074972 3.041643 -0.3 -1.6 -0.1 0.625
C 1.847301 -0.283561 2.849281 -0.1 1.8 0.5 0.827
C 0.346014 -2.353569 -0.585231 0.0 -0.7 0.7 -0.362
C 0.120887 -0.964686 -1.048871 -1.4 1.1 -0.6 -0.914
C -0.973043 2.562382 -3.394727 0.1 0.0 0.0 -0.552
C -2.657276 1.304727 -2.102497 -0.5 -0.1 0.0 -0.552
C -2.357951 -1.054248 -0.582991 -0.3 -0.3 -0.5 -0.646
C -2.072982 -2.348108 0.181641 0.4 0.0 0.5 -0.711
C 4.340109 -0.324691 3.187433 0.2 1.0 0.0 0.223
C -1.133434 -0.420284 -1.228618 1.3 -1.4 0.9 1.020
C 3.087725 1.835726 3.263746 0.4 2.2 0.1 0.379
C -2.451303 2.556250 -2.964043 -0.1 0.1 0.2 -0.564
C 0.619024 1.797325 3.131528 -2.5 1.5 0.1 -0.284
C 4.352151 1.042231 3.247294 0.1 -1.1 0.2 0.179
C 3.073895 -1.093551 3.000415 0.5 -2.0 -0.3 0.270
C -0.317088 1.337621 -2.741223 0.2 -0.1 -0.1 -0.746
C 0.638855 -0.990218 2.685055 -2.9 -1.7 -0.4 -0.037
H 0.996117 -0.391906 -1.339272 -0.1 -0.1 -0.3 0.315
H -1.290402 -3.476937 -1.467270 0.1 0.0 0.0 0.367
H -2.984706 -2.950203 0.278697 0.1 0.2 -0.1 0.424
H -0.882738 2.507409 -4.483587 0.0 0.1 0.2 0.285
H -0.776424 -4.089672 0.098996 0.0 0.1 0.0 0.374
H -3.111886 -1.267480 -1.356067 0.2 0.1 0.0 0.388
H 0.537230 1.618588 -2.105844 -0.2 0.0 -0.1 0.283
H -3.119804 2.541768 -3.830159 0.1 0.1 0.2 0.288
H -0.468867 3.471965 -3.060649 -0.1 0.0 -0.1 0.272
H 0.081101 0.662096 -3.515901 0.0 -0.1 0.3 0.317
H -3.367324 0.616595 -2.588549 0.1 0.1 0.1 0.255
H -2.843784 -0.340767 0.101451 0.2 0.0 -0.2 0.299
H -1.766387 -2.096453 1.203914 -0.3 -0.2 -0.5 0.213
H -3.087461 1.546286 -1.116904 0.1 0.0 -0.3 0.264
H 0.853320 -2.327929 0.392463 -0.1 -0.3 -0.2 -0.077
H 1.036169 -2.870048 -1.270491 -0.1 0.1 0.1 0.407
H -2.690182 3.442444 -2.369280 0.0 0.0 -0.2 0.253
```
Forces are in eV/Å.

Output
SMILES   N#CC1=C(C#N)C(=O)C(Cl)=C(Cl)C1=O.C1=C(N2CCCC2)CCCC1
Electronic energy   -1931.1347 hartree
Maximum force   3.35 eV/A
ΔE to the lowest compared entry with this formula, charge and spin   105.8 kcal per mole

---

ORCA calculation (ωB97M-V/def2-TZVPD) on a single C18H17Cl2N3O2 molecule.

XYZ file:
```
42
Properties=species:S:1:pos:R:3:forces:R:3:mulliken_charge:R:1
Cl 4.356310 2.540150 1.434694 0.0 0.0 0.0 -0.286
Cl 6.009397 -1.668539 -1.495941 0.2 -0.2 -0.1 -0.226
O 1.658590 1.562559 0.712703 -0.2 0.3 0.1 -0.495
O -1.652888 0.729045 -1.200715 0.0 0.1 -0.1 -0.756
N 0.284827 -0.991103 0.408783 0.2 -0.2 0.2 -0.205
N -3.223934 -1.166382 1.233972 -0.1 -0.4 -0.4 -0.107
N -3.201146 -0.177956 0.247175 0.3 0.1 0.4 0.354
C 4.732048 -0.709955 -0.839280 -0.1 0.3 0.2 0.336
C -4.456090 1.510817 -0.934686 0.1 0.0 0.1 -0.327
C -1.534763 -2.540296 2.462326 -0.1 0.2 -0.1 -1.737
C -5.626045 1.922406 -1.544886 -0.1 0.0 0.0 -0.716
C -1.888881 -1.543025 1.414986 0.2 0.3 -0.5 -0.042
C 2.375398 -0.292504 -0.578482 -0.1 0.1 0.1 0.358
C 4.002559 1.143653 0.456062 -0.2 0.0 0.0 0.672
C -5.491540 -0.603684 -0.417555 0.2 0.0 0.0 -0.080
C -1.084847 -0.897731 0.526380 -0.5 -0.3 0.6 0.365
C 2.664448 0.826829 0.214999 0.5 -0.1 -0.1 0.074
C 0.939456 -0.650163 -0.837967 0.0 0.1 -0.2 -0.631
C 3.413131 -1.050729 -1.093766 0.0 0.2 0.1 -0.937
C -6.732893 1.090374 -1.579948 -0.1 0.0 -0.1 -0.407
C -4.009510 -0.841254 2.411630 0.1 0.3 0.1 -1.217
C -4.385961 0.242601 -0.365744 -0.5 0.0 -0.2 0.254
C -1.926581 -0.003551 -0.263536 -0.1 0.1 0.1 0.726
C -6.660101 -0.172637 -1.016808 -0.1 0.0 0.0 -0.677
C 5.041417 0.391238 -0.059978 -0.1 -0.2 -0.1 -0.749
H 2.028620 2.310725 1.208088 -0.1 -0.1 -0.1 0.304
H -0.572309 -2.993143 2.235940 0.0 -0.1 0.0 0.434
H -3.547015 -0.045408 3.005897 0.0 0.0 0.0 0.324
H 0.690861 -1.783783 0.887491 0.0 0.1 -0.1 0.257
H -7.514758 -0.832344 -1.052489 -0.1 0.0 0.0 0.375
H 0.409750 0.215557 -1.245219 0.1 -0.2 -0.1 0.312
H -5.001173 -0.518113 2.101114 0.0 -0.1 0.1 0.448
H -5.423026 -1.599826 -0.006277 0.0 -0.1 0.0 0.478
H 0.891028 -1.470196 -1.570023 0.0 0.2 0.0 0.461
H 6.066298 0.658359 0.139732 0.1 0.0 0.0 0.423
H -2.286155 -3.326602 2.506915 0.0 -0.1 0.0 0.400
H -7.646594 1.421083 -2.050460 -0.1 0.0 0.0 0.385
H -4.104224 -1.736111 3.022043 0.0 0.0 0.0 0.376
H -5.675212 2.904731 -1.990364 0.0 0.1 0.0 0.362
H -1.464378 -2.074548 3.446519 0.0 0.0 0.1 0.287
H -3.589785 2.150311 -0.910570 0.1 0.0 0.0 0.435
H 3.193068 -1.910941 -1.706574 0.0 -0.1 -0.1 0.393
```
Forces are in eV/Å.

Output
SMILES   Cc1c(NCc2cc(Cl)cc(Cl)c2O)c(=O)n(-c2ccccc2)n1C
Electronic energy   -1931.2457 hartree
Maximum force   0.84 eV/A
ΔE to the lowest compared entry with this formula, charge and spin   36.1 kcal per mole

---

ORCA calculation (ωB97M-V/def2-TZVPD) on a single C18H17Cl2N5O4 molecule at a distorted geometry.

XYZ file:
```
46
Properties=species:S:1:pos:R:3:forces:R:3:mulliken_charge:R:1
Cl -7.838396 0.488460 2.258576 0.1 0.4 -0.3 -0.169
Cl 6.010264 -1.360573 3.468870 0.4 -0.5 0.9 -0.219
O 7.505925 0.110162 -1.390303 -1.0 0.3 -1.1 -0.596
O 1.015951 -0.815201 2.492416 0.2 0.0 0.6 -0.663
O -1.574374 2.295951 -0.239875 0.4 0.2 0.2 -0.489
O 5.634322 0.835398 -2.519900 0.3 -0.7 0.6 -0.316
N -4.088303 0.543925 1.806124 1.8 0.6 -0.1 0.759
N -5.330189 1.008163 1.432072 0.9 -0.5 -0.4 -1.360
N -0.452715 0.233467 1.105481 1.4 0.6 -1.3 0.013
N 1.919469 0.259803 0.726884 -0.8 1.1 -1.8 -0.075
N -3.043229 -0.828545 3.574003 0.1 1.3 -1.5 -0.619
C -1.712985 0.123865 1.745203 -1.0 0.3 0.0 0.512
C 6.306995 0.324840 -1.433043 2.0 0.2 -0.2 0.462
C 4.153893 0.317934 -0.216156 -0.3 0.0 0.3 -0.464
C 5.285035 -0.810420 2.051491 -0.9 1.2 -2.2 0.221
C -2.822436 1.607837 -0.065508 0.2 0.5 -1.0 0.169
C 5.536528 0.063025 -0.206473 -2.4 -0.5 0.6 -0.079
C 6.397591 0.901528 -3.752327 1.3 0.3 1.0 -0.641
C -2.978241 0.747214 -1.336378 0.4 0.1 0.5 -1.471
C -1.884551 -0.647726 2.980549 -1.6 0.6 -0.7 -0.450
C -6.129290 0.434398 2.315328 0.8 -0.7 1.1 0.391
C -1.300742 3.338536 0.711657 -0.3 -0.9 0.3 -0.719
C -4.135910 -0.197176 2.971205 2.2 -1.0 -0.2 0.399
C 3.916022 -0.517817 2.026583 -0.4 0.1 0.1 -0.527
C 0.843883 -0.129931 1.507776 -0.6 -1.2 1.2 0.533
C -5.422882 -0.298095 3.306435 -3.0 -0.6 0.7 -0.887
C -2.833005 0.759323 1.168430 -0.1 -0.8 1.6 0.137
C 3.308395 0.026108 0.857206 1.0 -1.0 1.4 0.442
C 6.083785 -0.569065 0.920139 -0.1 0.2 0.1 -0.624
H -1.307200 2.942301 1.748906 0.0 0.3 -0.5 0.273
H -0.452237 0.750265 0.228956 -0.5 0.1 0.4 0.264
H 7.121184 -0.861433 0.957667 0.1 0.2 -0.2 0.523
H 1.689465 0.648356 -0.195385 0.1 -0.1 0.7 0.092
H 7.352397 1.414779 -3.533693 -0.4 -0.2 -0.2 0.281
H -1.043019 -1.109348 3.424807 0.8 -0.3 0.2 0.686
H -3.643617 2.356932 -0.047440 0.3 -0.5 0.3 0.567
H -5.829752 -0.972486 4.074407 0.2 0.8 -0.5 0.398
H -2.766043 1.364606 -2.210354 0.0 -0.1 0.1 0.392
H -2.048810 4.088964 0.589499 -0.8 0.6 0.2 0.357
H 6.641771 -0.088127 -4.107907 -0.1 -0.4 0.0 0.295
H -2.318070 -0.133410 -1.308749 0.0 0.4 0.0 0.318
H -3.986482 0.381718 -1.385058 -0.6 -0.2 -0.1 0.411
H -0.356549 3.836623 0.504639 0.2 -0.5 -0.2 0.265
H 3.698228 0.748878 -1.086593 0.0 0.2 -0.4 0.507
H 5.869804 1.440748 -4.523166 -0.6 0.2 0.2 0.247
H 3.350261 -0.712611 2.945140 0.0 0.1 -0.7 0.457
```
Forces are in eV/Å.

Output
SMILES   COC(=O)c1cc(Cl)cc(NC(=O)Nc2cnc3cc(Cl)nn3c2[C@H](C)OC)c1
Electronic energy   -2191.2390 hartree
Maximum force   3.10 eV/A
ΔE to the lowest compared entry with this formula, charge and spin   0.0 kcal per mole

---

Q: Number 1 is which compound?
A: C18H17BrCl2NO6

---

Q: Which of these has the highest electronic energy?
A: number 2

---

Q: What is the formula in the third record?
A: C18H17Cl2N3O2